Entry from OMol25: the ion CF2IO2S with charge -1 (ωB97M-V/def2-TZVPD).

Cartesian coordinates (Å):
F: -1.4429 2.4715 0.4462
C: -1.2273 1.3693 1.1400
F: 0.1183 1.4241 1.3200
S: 0.9650 -1.7137 -0.5715
O: 1.6636 -1.0404 -1.6553
O: 0.5314 -3.0511 -0.9238
I: -1.4508 -0.4829 -0.4800

The energy above the lowest of the compared OMol25 structures with the same formula, charge and spin comes out at 69.1 kJ/mol. As for the charge: -1. Its electronic energy is -1084.20989 a.u. As for the HOMO energy: -4.099 eV. The gap between HOMO and LUMO is 7.4813 eV.